C3H4N5O2 | ωB97M-V with the def2-TZVPD basis set

Values from the calculation:
- Spin multiplicity: 1
- Energy above the lowest of the compared OMol25 structures with the same formula, charge and spin: 0.0 kcal/mol
- HOMO: -15.9 eV
- E_tot: -14706.479 eV
- Net charge: +1
- Kohn-Sham gap: 7.990 eV
- Structure (SMILES): C/C=[N+]1\N=NC([N+](=O)[O-])=N1

Each line ends with the Löwdin charge.
Element x y z (Å)
O (5.9403, 0.2918, 0.8672)  0.1785
O (5.5967, -0.6919, -1.0698)  0.1422
N (3.1767, 0.1915, 1.3200)  0.2076
N (1.8539, 0.3710, -0.3377)  -0.1204
N (3.0352, 0.1898, -0.8904)  0.2469
N (1.9671, 0.3384, 1.0405)  0.1698
N (5.2726, -0.1589, -0.0112)  -0.3270
C (-0.4699, 0.2304, -0.2819)  0.0367
C (0.7826, 0.1392, -1.0040)  0.1241
C (3.8472, 0.1092, 0.1353)  -0.1734
H (1.0662, 0.0206, -2.0542)  0.1868
H (-0.5651, -0.7653, 0.1543)  0.1482
H (-0.4868, 0.7771, 0.5732)  0.0753
H (-1.3785, 0.4223, -0.7697)  0.1047

=====

C12H19AuIN5O4 | ωB97M-V with the def2-TZVPD basis set

Values from the calculation:
- Spin multiplicity: 3
- HOMO (alpha / beta): 2.5 / -0.6 eV
- E_tot: -40176.120 eV
- Net charge: -2
- Kohn-Sham gap (alpha / beta): 2.026 / 5.140 eV

Each line ends with the Löwdin charge.
Element x y z (Å)
Au (0.4513, 0.3844, -0.8969)  0.5323
I (-0.5310, 1.6024, -3.0128)  -0.3187
O (-1.3900, 0.8429, 3.7243)  -0.0367
O (-0.9391, -0.8226, 2.3498)  -0.0295
O (3.1314, 0.4494, -2.4935)  0.0348
O (0.7011, 0.2613, 3.3950)  -0.1323
N (0.2007, -2.6335, -0.7180)  -0.1390
N (-0.2530, 2.4105, 1.2925)  -0.1367
N (1.4229, -1.9256, 0.8963)  -0.1411
N (-0.5851, 0.0958, 3.1276)  -0.5162
N (-2.0511, 1.6799, 0.3600)  -0.1318
C (0.7114, -1.5079, -0.1761)  -0.2775
C (-2.4175, 2.7580, 1.1539)  -0.0675
C (2.0054, 0.2425, -2.3437)  -0.3859
C (-1.2904, 3.2187, 1.7283)  -0.0823
C (-2.9993, 0.9473, -0.4507)  -0.0972
C (1.3835, -3.3077, 1.0056)  -0.0663
C (-0.7082, 1.5273, 0.3685)  -0.3312
C (1.1191, 2.6727, 1.6751)  -0.0554
C (0.7418, 0.2142, -4.5358)  -0.4792
C (0.6099, -3.7542, -0.0063)  -0.0812
C (-0.6646, -2.7134, -1.8892)  -0.0540
C (2.1789, -1.0961, 1.7815)  -0.0727
H (1.2678, 1.0250, -5.0402)  -0.0413
H (-3.9731, 0.9761, 0.0518)  0.0817
H (1.3778, -0.6207, -4.2298)  -0.0570
H (-2.6826, -0.0949, -0.5661)  0.0741
H (2.8392, -1.7530, 2.3600)  0.0772
H (-0.1284, -3.1583, -2.7375)  0.0862
H (0.3329, -4.7499, -0.2829)  0.0975
H (1.3970, 3.7049, 1.4187)  0.0855
H (1.4366, -0.5575, 2.4958)  0.0124
H (-1.5371, -3.3412, -1.6698)  0.0819
H (-0.1283, -0.1296, -5.1087)  -0.0505
H (2.7364, -0.3467, 1.2140)  0.0708
H (1.9053, -3.8349, 1.7802)  0.1033
H (-3.1053, 1.4085, -1.4426)  0.0310
H (-3.4338, 3.0875, 1.2515)  0.1079
H (-0.9997, -1.7135, -2.1772)  0.0504
H (-1.1354, 4.0143, 2.4353)  0.1120
H (1.7929, 1.9880, 1.1506)  0.0623
H (1.2099, 2.5494, 2.7618)  0.0799